1.
Molecular formula: C26H41N3O2
Method: DFT, ωB97M-V/def2-TZVPD

Atoms and positions in Å:
1 C -1.01 -8.63 1.60
2 C -0.58 -7.31 2.15
3 C -0.67 -7.04 3.51
4 C -0.28 -5.83 4.06
5 C 0.20 -4.84 3.21
6 C 0.30 -5.10 1.85
7 C -0.08 -6.31 1.30
8 C 0.04 -6.55 -0.17
9 H 0.69 -7.40 -0.37
10 H -0.94 -6.77 -0.61
11 H 0.44 -5.67 -0.67
12 H 0.69 -4.32 1.21
13 C 0.66 -3.50 3.73
14 N 0.52 -2.45 2.73
15 C -0.87 -2.12 2.50
16 C -0.99 -1.16 1.32
17 H -0.58 -1.66 0.44
18 H -2.03 -0.92 1.13
19 C -0.21 0.12 1.61
20 N -0.40 1.11 0.57
21 C 0.23 0.84 -0.71
22 C -0.37 1.75 -1.78
23 H -1.44 1.57 -1.85
24 C -0.14 3.21 -1.41
25 C -0.85 4.13 -2.40
26 O -1.96 3.89 -2.84
27 N -0.18 5.27 -2.68
28 H 0.79 5.36 -2.42
29 C -0.64 6.21 -3.67
30 H -0.62 7.22 -3.26
31 H -1.67 5.93 -3.93
32 C 0.25 6.14 -4.93
33 C -0.14 7.19 -5.98
34 H 0.01 6.79 -6.98
35 C 0.85 8.33 -5.71
36 H 0.49 8.96 -4.90
37 C 2.08 7.54 -5.26
38 H 2.66 7.20 -6.13
39 O 1.60 6.42 -4.54
40 H 2.74 8.11 -4.60
41 H 1.04 8.94 -6.58
42 H -1.18 7.50 -5.87
43 H 0.21 5.12 -5.33
44 C -0.72 3.45 -0.01
45 C -0.10 2.47 0.98
46 H -0.54 2.64 1.97
47 H 0.98 2.66 1.05
48 H -1.79 3.30 -0.05
49 H -0.52 4.48 0.31
50 H 0.93 3.43 -1.41
51 H 0.08 1.52 -2.74
52 H 0.04 -0.20 -0.97
53 H 1.32 1.00 -0.67
54 C 1.25 -0.28 1.91
55 C 1.29 -1.27 3.07
56 H 2.32 -1.57 3.26
57 H 0.90 -0.78 3.98
58 H 1.69 -0.75 1.03
59 H 1.84 0.61 2.17
60 H -0.63 0.56 2.53
61 H -1.41 -3.04 2.29
62 H -1.32 -1.65 3.40
63 H 0.10 -3.24 4.65
64 H 1.72 -3.58 4.00
65 C -0.39 -5.62 5.54
66 H 0.57 -5.34 5.96
67 H -1.10 -4.83 5.77
68 H -0.73 -6.53 6.03
69 H -1.05 -7.82 4.16
70 H -0.18 -9.13 1.10
71 H -1.81 -8.51 0.87
72 H -1.37 -9.28 2.40

Calculated values
Spin multiplicity: 1
SMILES: Cc1cc(C)c(CN2CCC(N3CCC(C(=O)NC[C@H]4CCCO4)CC3)CC2)cc1C
Maximum force: 0.643 eV Å⁻¹
Orbital gap: 9.113 eV


2.
Molecular formula: C8H17N2O3
Method: DFT, ωB97M-V/def2-TZVPD

Atoms and positions in Å:
1 C 1.22 -1.08 0.23
2 C -1.00 0.06 1.14
3 C 1.75 0.21 -0.37
4 C 0.29 3.10 2.72
5 C 0.82 -1.12 -2.97
6 C 0.25 -3.17 -1.75
7 C -0.81 2.23 2.00
8 C -0.15 -1.15 0.90
9 N -0.68 -2.27 1.30
10 N 0.02 -1.79 -1.98
11 O 1.89 -2.08 0.41
12 O -2.21 0.06 1.16
13 O -0.20 1.01 1.63
14 H 2.51 0.01 -1.04
15 H 2.06 0.88 0.43
16 H 0.94 0.57 -1.01
17 H 0.75 2.44 3.49
18 H 1.15 3.44 2.09
19 H -0.12 4.03 3.30
20 H 0.57 -1.28 -4.04
21 H 0.88 -0.15 -2.66
22 H 1.90 -1.51 -2.95
23 H -0.61 -3.58 -1.07
24 H 0.27 -3.76 -2.68
25 H 1.09 -3.21 -1.08
26 H -1.25 2.62 1.13
27 H -1.54 2.13 2.76
28 H -1.44 -2.29 2.01
29 H 0.03 -3.02 1.39
30 H -0.98 -1.54 -1.94

Calculated values
Spin multiplicity: 1
Total charge: +1
Maximum force: 3.617 eV Å⁻¹
Orbital gap (spin up / spin down): 7.035 / 7.036 eV


3.
Molecular formula: C4H13N2O2
Method: DFT, ωB97M-V/def2-TZVPD

Atoms and positions in Å:
1 C -1.29 -0.53 0.23
2 C -1.21 -1.74 -0.68
3 C 0.22 -2.30 -0.84
4 N 1.33 -1.34 -0.95
5 N -1.08 0.73 -0.53
6 C -0.03 1.68 0.01
7 O 0.21 1.57 1.36
8 H -2.16 -0.43 0.89
9 H -0.43 -0.51 0.92
10 H -1.56 -1.52 -1.69
11 H -1.81 -2.58 -0.32
12 H 0.52 -3.00 -0.06
13 H 0.32 -2.93 -1.74
14 H 1.00 -0.56 -1.52
15 H 1.50 -0.93 -0.05
16 H -1.92 1.26 -0.45
17 H 0.95 1.52 -0.49
18 H -0.42 2.68 -0.29
19 H 2.09 3.75 1.99
20 H 1.47 2.36 1.92
21 O 2.31 2.85 2.27

Calculated values
Spin multiplicity: 1
Total charge: -1
Maximum force: 2.190 eV Å⁻¹
Orbital gap: 7.362 eV


4.
Molecular formula: C11H42N6O10
Method: DFT, ωB97M-V/def2-TZVPD

Atoms and positions in Å:
1 C 1.93 -1.46 -2.77
2 C 2.93 -0.27 -2.59
3 O 3.97 -0.80 -1.80
4 H 1.28 -1.60 -1.96
5 H 2.37 -2.41 -3.07
6 H 1.30 -1.13 -3.54
7 H 2.59 0.62 -2.17
8 H 3.39 -0.03 -3.48
9 H 3.65 -0.75 -0.90
10 C -3.63 0.70 -0.87
11 O -4.38 -0.48 -0.72
12 N -2.57 0.98 -0.14
13 N -3.83 1.63 -1.76
14 H -2.29 0.29 0.57
15 H -2.12 1.89 -0.04
16 H -4.56 1.50 -2.38
17 H -3.26 2.54 -1.72
18 C -0.39 1.30 -2.77
19 O 0.71 1.62 -3.58
20 N -1.59 1.49 -3.28
21 N -0.31 0.96 -1.53
22 H -1.80 1.63 -4.24
23 H -2.46 1.30 -2.72
24 H 0.53 0.62 -1.03
25 H -1.28 0.80 -1.09
26 C 2.00 3.18 2.08
27 O 3.25 3.55 1.74
28 N 1.75 2.05 2.68
29 N 0.91 3.91 1.81
30 H 2.64 1.81 3.09
31 H 0.84 1.64 2.97
32 H 1.20 4.77 1.42
33 H -0.07 3.80 2.21
34 C -0.85 -0.33 4.54
35 O 0.19 -0.04 3.67
36 H -0.83 0.51 5.21
37 H -0.59 -1.25 5.03
38 H -1.81 -0.36 3.95
39 H 0.97 -0.30 4.14
40 C -1.59 2.47 2.95
41 O -1.63 3.82 2.52
42 H -1.09 2.54 3.93
43 H -0.98 1.76 2.32
44 H -2.63 2.17 2.98
45 H -2.45 4.24 2.79
46 C -1.72 -2.49 -2.76
47 O -1.74 -2.99 -4.04
48 H -2.36 -3.10 -2.13
49 H -2.06 -1.47 -2.74
50 H -0.79 -2.56 -2.22
51 H -1.00 -2.67 -4.58
52 C -0.93 -2.02 0.96
53 O -1.27 -0.75 1.44
54 H -0.39 -1.96 0.00
55 H -1.80 -2.66 0.78
56 H -0.28 -2.54 1.71
57 H -0.68 -0.58 2.17
58 C 2.18 -0.41 0.76
59 O 1.62 0.76 0.29
60 H 1.91 -1.25 0.13
61 H 1.83 -0.60 1.77
62 H 3.26 -0.29 0.85
63 H 1.65 1.36 1.05
64 C 1.84 -4.25 -1.01
65 O 2.95 -3.46 -0.53
66 H 0.95 -4.01 -0.44
67 H 1.94 -5.36 -0.92
68 H 1.73 -4.05 -2.06
69 H 3.79 -3.56 -0.99

Calculated values
Spin multiplicity: 1
SMILES: NC(N)=O.NC(N)=O.NC(N)=O.CCO.CO.CO.CO.CO.CO.CO
Maximum force: 9.569 eV Å⁻¹
Orbital gap: 7.812 eV


5.
Molecular formula: C4H7ClFN
Method: DFT, ωB97M-V/def2-TZVPD

Atoms and positions in Å:
1 C 0.95 -0.01 -0.81
2 C -2.54 -0.39 -1.09
3 C 1.97 1.00 1.32
4 C -1.80 -1.26 -0.36
5 N 1.21 1.00 -0.01
6 F -1.46 -0.93 0.91
7 Cl 1.66 -1.57 -0.53
8 H -2.80 -0.91 -2.11
9 H -2.98 0.52 -0.82
10 H 0.97 1.95 -0.43
11 H 1.16 0.54 1.90
12 H 2.31 1.94 1.75
13 H 2.84 0.36 1.00
14 H -1.48 -2.23 -0.73

Calculated values
Spin multiplicity: 1
Maximum force: 5.220 eV Å⁻¹
Orbital gap: 8.851 eV


6.
Molecular formula: C30H60As3NO6STi
Method: DFT, ωB97M-V/def2-TZVPD

Atoms and positions in Å:
1 Ti -0.59 -0.60 2.12
2 C 0.30 -2.67 -0.04
3 C -1.07 -2.99 -0.12
4 C -1.55 -3.11 1.23
5 C -0.41 -2.94 2.08
6 C 0.73 -2.64 1.30
7 C 2.19 -2.75 1.73
8 C 2.68 -4.16 1.35
9 C 2.37 -2.58 3.24
10 C 3.05 -1.71 1.00
11 C -2.86 -3.63 1.84
12 C -4.14 -3.09 1.19
13 C -2.96 -3.25 3.33
14 C -2.85 -5.16 1.78
15 C -1.75 -3.19 -1.48
16 C -2.41 -4.57 -1.58
17 C -2.78 -2.09 -1.82
18 C -0.71 -3.14 -2.61
19 H 0.95 -2.51 -0.88
20 H -0.40 -3.11 3.14
21 H 2.06 -4.92 1.83
22 H 3.72 -4.30 1.65
23 H 2.61 -4.31 0.27
24 H 1.77 -3.30 3.79
25 H 2.09 -1.58 3.57
26 H 3.41 -2.74 3.50
27 H 2.96 -1.82 -0.08
28 H 4.10 -1.85 1.26
29 H 2.75 -0.70 1.28
30 H -4.20 -2.01 1.26
31 H -5.00 -3.50 1.73
32 H -4.25 -3.38 0.15
33 H -2.94 -2.17 3.47
34 H -2.16 -3.70 3.92
35 H -3.90 -3.62 3.72
36 H -2.78 -5.54 0.76
37 H -3.76 -5.57 2.23
38 H -1.99 -5.55 2.33
39 H -3.27 -4.69 -0.93
40 H -1.68 -5.35 -1.33
41 H -2.75 -4.74 -2.61
42 H -3.47 -1.88 -1.00
43 H -3.37 -2.39 -2.69
44 H -2.27 -1.17 -2.08
45 H 0.05 -3.92 -2.49
46 H -0.21 -2.17 -2.66
47 H -1.21 -3.30 -3.57
48 C 4.37 1.12 -0.57
49 As 2.52 1.53 -1.07
50 C 2.67 0.86 -2.92
51 C 2.93 3.44 -1.45
52 C 1.82 4.45 -1.79
53 C 2.52 5.71 -2.32
54 C 1.01 4.88 -0.55
55 As 0.38 3.49 0.73
56 C 1.97 3.46 1.88
57 C -0.67 4.73 1.83
58 C 0.91 3.97 -2.93
59 As -0.50 2.60 -2.65
60 C -1.95 3.81 -2.10
61 C -1.00 2.57 -4.55
62 H 5.07 1.61 -1.24
63 H 4.52 0.04 -0.60
64 H 4.55 1.45 0.46
65 H 3.54 1.30 -3.42
66 H 1.77 1.09 -3.48
67 H 2.79 -0.22 -2.89
68 H 3.65 3.43 -2.27
69 H 3.46 3.80 -0.56
70 H 3.27 6.06 -1.60
71 H 1.80 6.52 -2.48
72 H 3.03 5.51 -3.26
73 H 0.14 5.45 -0.88
74 H 1.62 5.57 0.05
75 H 2.48 4.42 1.85
76 H 2.64 2.66 1.58
77 H 1.63 3.24 2.89
78 H -0.11 5.64 2.05
79 H -0.90 4.19 2.75
80 H -1.61 4.99 1.33
81 H 1.55 3.56 -3.73
82 H 0.39 4.83 -3.36
83 H -1.84 4.08 -1.05
84 H -2.90 3.29 -2.22
85 H -1.95 4.71 -2.71
86 H -0.23 2.05 -5.13
87 H -1.12 3.58 -4.95
88 H -1.94 2.03 -4.67
89 N -0.94 0.17 0.07
90 C -2.25 0.83 0.01
91 C -3.13 0.41 1.18
92 O -4.32 0.68 1.19
93 O -2.48 -0.18 2.14
94 H -0.20 0.81 -0.21
95 H -0.90 -0.65 -0.52
96 H -2.78 0.66 -0.93
97 H -2.10 1.91 0.12
98 O 1.65 1.11 4.77
99 S 0.57 0.84 3.87
100 O -0.17 -0.47 4.17
101 O 1.08 0.49 2.44
102 O -0.41 1.90 3.69

Calculated values
Spin multiplicity: 2
Total charge: -1
Maximum force: 0.815 eV Å⁻¹
Orbital gap (spin up / spin down): 7.235 / 7.269 eV
Expectation value of S²: 0.753


7.
Molecular formula: C4H9N3O3S
Method: DFT, ωB97M-V/def2-TZVPD

Atoms and positions in Å:
1 C 0.00 -1.53 0.40
2 C 1.90 -1.61 1.81
3 C -1.86 1.17 0.17
4 C 2.15 1.08 -0.54
5 N -0.47 -0.47 0.99
6 N 2.05 -0.92 0.62
7 N -0.12 -2.39 -0.43
8 O 2.17 -2.93 1.73
9 O -1.74 -0.11 0.83
10 O 1.79 0.47 0.68
11 S 1.54 -0.92 3.33
12 H -0.99 1.28 -0.49
13 H -1.71 2.04 0.98
14 H -2.87 1.19 -0.12
15 H 2.91 0.50 -1.08
16 H 2.60 1.97 -0.28
17 H 1.30 1.24 -1.17
18 H 0.07 -0.12 1.94
19 H -1.02 -2.87 -0.61
20 H 2.34 -3.18 0.80

Calculated values
Spin multiplicity: 1
Maximum force: 4.300 eV Å⁻¹
Orbital gap (spin up / spin down): 8.296 / 8.297 eV


8.
Molecular formula: C57H49AuF3OP2SSbSi
Method: DFT, ωB97M-V/def2-TZVPD

Atoms and positions in Å:
1 Au -0.14 -0.08 0.18
2 C -1.16 2.75 -2.25
3 Si -1.66 1.59 -0.85
4 C -2.29 2.56 0.64
5 C -2.89 3.81 0.45
6 C -3.42 4.52 1.51
7 C -3.35 4.00 2.79
8 C -2.74 2.77 3.01
9 C -2.20 2.06 1.93
10 P -1.30 0.53 2.35
11 C -2.49 -0.45 3.29
12 C -3.86 -0.19 3.19
13 C -4.75 -0.87 4.01
14 C -4.28 -1.82 4.90
15 C -2.93 -2.14 4.94
16 C -2.03 -1.47 4.12
17 C -0.09 1.21 3.53
18 C -0.03 0.91 4.89
19 C 0.88 1.58 5.70
20 C 1.72 2.54 5.17
21 C 1.66 2.84 3.81
22 C 0.78 2.16 2.99
23 C -3.06 0.46 -1.44
24 C -4.19 1.06 -2.01
25 C -5.24 0.30 -2.51
26 C -5.17 -1.08 -2.48
27 C -4.06 -1.70 -1.94
28 C -3.02 -0.94 -1.40
29 P -1.58 -1.85 -0.77
30 C -2.10 -3.03 0.49
31 C -3.43 -3.25 0.85
32 C -3.74 -4.29 1.71
33 C -2.74 -5.09 2.24
34 C -1.41 -4.83 1.94
35 C -1.09 -3.80 1.08
36 C -1.11 -2.86 -2.20
37 C -0.62 -4.16 -2.07
38 C -0.31 -4.90 -3.21
39 C -0.49 -4.35 -4.47
40 C -0.97 -3.05 -4.60
41 C -1.25 -2.30 -3.48
42 H -2.04 3.20 -2.71
43 H -0.62 2.21 -3.03
44 H -0.52 3.55 -1.88
45 H -2.94 4.23 -0.55
46 H -3.87 5.48 1.34
47 H -3.77 4.54 3.63
48 H -2.66 2.37 4.01
49 H -4.22 0.57 2.51
50 H -5.80 -0.65 3.95
51 H -4.97 -2.33 5.57
52 H -2.57 -2.90 5.62
53 H -0.98 -1.71 4.15
54 H -0.71 0.19 5.32
55 H 0.91 1.35 6.76
56 H 2.41 3.08 5.81
57 H 2.31 3.60 3.39
58 H 0.73 2.38 1.93
59 H -4.25 2.14 -2.05
60 H -6.10 0.79 -2.94
61 H -5.97 -1.69 -2.88
62 H -3.99 -2.78 -1.94
63 H -4.22 -2.64 0.43
64 H -4.78 -4.47 1.97
65 H -3.00 -5.91 2.89
66 H -0.63 -5.44 2.37
67 H -0.05 -3.59 0.84
68 H -0.52 -4.62 -1.10
69 H 0.05 -5.91 -3.10
70 H -0.27 -4.93 -5.35
71 H -1.10 -2.62 -5.58
72 H -1.63 -1.29 -3.58
73 F 4.92 4.84 -3.89
74 C 4.21 3.76 -3.58
75 C 3.32 3.82 -2.52
76 C 2.58 2.69 -2.21
77 C 2.73 1.52 -2.94
78 C 3.63 1.48 -4.00
79 C 4.38 2.60 -4.33
80 Sb 1.57 -0.22 -2.49
81 C 3.10 -1.56 -1.85
82 C 4.44 -1.24 -2.00
83 C 5.43 -2.11 -1.55
84 C 5.04 -3.27 -0.91
85 F 5.98 -4.10 -0.44
86 C 3.71 -3.61 -0.73
87 C 2.74 -2.74 -1.21
88 C 1.49 -0.92 -4.51
89 C 0.98 -0.08 -5.49
90 C 0.99 -0.46 -6.82
91 C 1.52 -1.70 -7.14
92 F 1.54 -2.08 -8.42
93 C 2.01 -2.57 -6.18
94 C 1.99 -2.17 -4.85
95 H 3.21 4.75 -1.97
96 H 1.88 2.73 -1.38
97 H 3.75 0.58 -4.59
98 H 5.08 2.59 -5.15
99 H 4.74 -0.32 -2.49
100 H 6.48 -1.88 -1.67
101 H 3.46 -4.53 -0.24
102 H 1.69 -2.99 -1.09
103 H 0.58 0.90 -5.22
104 H 0.63 0.19 -7.60
105 H 2.42 -3.52 -6.48
106 H 2.38 -2.83 -4.09
107 C 3.03 -0.35 3.03
108 S 3.43 -0.06 1.29
109 C 4.22 1.55 1.53
110 O 2.14 0.26 0.57
111 H 3.97 -0.53 3.54
112 H 2.41 -1.25 3.09
113 H 2.51 0.50 3.45
114 H 5.21 1.38 1.96
115 H 3.61 2.16 2.18
116 H 4.32 2.02 0.55

Calculated values
Spin multiplicity: 3
Total charge: +2
Maximum force: 0.697 eV Å⁻¹
Orbital gap (spin up / spin down): 7.161 / 5.156 eV
Expectation value of S²: 2.013


9.
Molecular formula: C3H10S
Method: DFT, ωB97M-V/def2-TZVPD

Atoms and positions in Å:
1 C 4.07 0.97 0.22
2 H 4.20 0.33 -0.66
3 H 3.28 0.77 0.89
4 H 5.15 0.81 0.65
5 H 4.00 2.07 -0.06
6 C -1.26 -1.28 -1.19
7 S -2.62 -0.05 -0.72
8 C -3.37 0.10 0.94
9 H -1.84 -1.99 -1.53
10 H -0.58 -0.74 -2.05
11 H -0.46 -1.50 -0.47
12 H -2.88 -0.56 1.61
13 H -4.48 -0.07 1.04
14 H -3.21 1.14 1.32

Calculated values
Spin multiplicity: 1
SMILES: CSC.C
Maximum force: 6.288 eV Å⁻¹
Orbital gap: 9.198 eV


10.
Molecular formula: C7H11N2S
Method: DFT, ωB97M-V/def2-TZVPD

Atoms and positions in Å:
1 C 1.98 0.05 -0.23
2 C 1.07 -0.95 0.44
3 C 1.84 1.32 0.11
4 C -0.02 -0.04 1.06
5 C 0.58 1.43 1.02
6 C -1.71 0.90 -0.48
7 C -1.28 -0.32 0.26
8 N -1.89 -1.44 0.43
9 N -1.02 0.25 -1.69
10 S -0.76 2.34 0.18
11 H 2.84 -0.28 -0.81
12 H 1.66 -1.50 1.19
13 H 2.43 2.14 -0.16
14 H -0.37 -0.34 2.07
15 H 0.72 1.94 1.99
16 H -2.78 1.21 -0.61
17 H -2.77 -1.68 -0.04
18 H -1.37 -2.25 0.94
19 H 0.78 -1.60 -0.32
20 H -0.51 1.05 -2.09
21 H -1.58 -0.07 -2.42

Calculated values
Spin multiplicity: 1
SMILES: N[C@@H]1S[C@@H]2C=CC[C@@H]2C1=[NH2+]
Total charge: +1
Maximum force: 3.641 eV Å⁻¹
Orbital gap: 9.144 eV